[1]
Entry from the Open Molecules 2025 dataset: BrCu as an isolated structure in a non-equilibrium geometry (ωB97M-V/def2-TZVPD).

Computed properties:
HOMO in eV: -8.25
Energy above the lowest of the compared OMol25 structures with the same formula, charge and spin in kcal/mol: 53.9
LUMO in eV: -3.348

```
! wB97M-V def2-TZVPD RIJCOSX def2/J DEFGRID3
* xyz 0 1
Cu -0.79 -1.57 -0.75
Br 0.79 1.57 0.75
*
```



[2]
Entry from the Open Molecules 2025 dataset: a 2-piece molecular cluster, C5H17BFNO2P overall in a non-equilibrium geometry (ωB97M-V/def2-TZVPD).

Computed properties:
HOMO in eV: -3.65
LUMO in eV: 3.210

```
! wB97M-V def2-TZVPD RIJCOSX def2/J DEFGRID3
* xyz -1 1
C 4.74 0.41 0.53
C 3.68 1.03 -0.44
N 2.93 2.06 0.27
B 1.91 1.53 1.28
F 1.28 2.71 1.90
P 0.43 0.51 0.51
O -0.12 -0.49 1.57
H 4.23 -0.36 1.12
H 5.56 0.00 -0.07
H 5.08 1.23 1.16
H 4.21 1.51 -1.29
H 3.06 0.21 -0.85
H 2.55 2.76 -0.35
H 2.41 0.90 2.18
H 0.79 -0.25 -0.65
H -0.58 1.44 0.09
C -4.58 -1.04 -1.31
C -3.12 -1.02 -0.89
C -2.80 -2.16 0.06
O -2.81 0.22 -0.26
H -5.24 -0.92 -0.44
H -4.80 -0.20 -1.98
H -4.84 -1.97 -1.82
H -2.48 -1.08 -1.77
H -3.39 -2.08 0.97
H -1.75 -2.12 0.36
H -3.00 -3.13 -0.41
H -3.36 0.30 0.53
*
```



[3]
Entry from the Open Molecules 2025 dataset: a 15-piece molecular cluster, H30O15 overall in a non-equilibrium geometry (ωB97M-V/def2-TZVPD).

Computed properties:
HOMO in eV: -10.25
Energy above the lowest of the compared OMol25 structures with the same formula, charge and spin in kcal/mol: 38.9
LUMO in eV: -0.881

```
! wB97M-V def2-TZVPD RIJCOSX def2/J DEFGRID3
* xyz 0 1
O 2.19 -1.05 2.36
H 1.30 -1.31 2.13
H 2.41 -1.92 2.70
O -0.97 3.29 -0.94
H -0.13 2.91 -1.04
H -1.59 3.04 -1.62
O -1.94 -2.85 -0.42
H -2.87 -2.65 -0.34
H -1.73 -3.76 -0.13
O 0.29 -2.23 -1.78
H -0.41 -2.45 -1.16
H 0.39 -2.96 -2.41
O 1.11 1.69 1.56
H 1.67 1.56 2.32
H 0.30 1.82 2.00
O -0.25 0.14 -0.06
H -0.45 -0.50 0.63
H 0.39 0.60 0.52
O -2.98 -0.08 1.52
H -3.11 0.04 0.57
H -3.00 -1.01 1.70
O 1.82 2.48 -1.42
H 1.46 2.69 -2.33
H 1.94 1.54 -1.34
O -1.66 2.52 1.42
H -1.30 3.03 0.67
H -1.89 1.70 0.97
O 1.41 -3.69 0.94
H 0.84 -2.97 1.20
H 1.04 -4.16 0.20
O 2.21 -0.19 -1.56
H 2.72 -0.15 -0.76
H 1.38 -0.65 -1.41
O -0.37 0.90 -2.92
H 0.47 0.84 -3.43
H -0.11 0.90 -2.01
O -2.72 0.08 -1.19
H -2.70 -0.29 -2.09
H -1.81 0.06 -0.96
O -0.42 -1.90 1.85
H -1.13 -2.29 1.36
H -0.77 -1.91 2.71
O 3.25 2.99 0.94
H 2.32 2.74 0.93
H 3.39 3.43 0.12
*
```



[4]
Entry from the Open Molecules 2025 dataset: a 5-piece molecular cluster, C22H21Cl4F3O overall in a non-equilibrium geometry (ωB97M-V/def2-TZVPD).

Computed properties:
SMILES: ClC(Cl)(Cl)Cl.Fc1ccccc1.Fc1ccccc1.Fc1ccccc1.CC(C)=O
HOMO in eV: -9.11
Energy above the lowest of the compared OMol25 structures with the same formula, charge and spin in kcal/mol: 20.5
LUMO in eV: 0.317

```
! wB97M-V def2-TZVPD RIJCOSX def2/J DEFGRID3
* xyz 0 1
Cl 3.20 0.82 3.50
C 3.46 1.27 1.78
Cl 1.92 0.90 0.88
Cl 3.90 2.99 1.73
Cl 4.80 0.31 1.16
F 0.59 3.06 2.35
C -0.48 3.76 2.80
C -1.26 4.56 1.96
C -2.40 5.16 2.49
C -2.64 5.03 3.85
C -1.98 4.12 4.67
C -0.85 3.55 4.14
H -0.96 4.85 0.96
H -3.00 5.82 1.88
H -3.46 5.68 4.14
H -2.22 4.02 5.72
H -0.11 3.07 4.76
F -0.42 0.59 -1.10
C -1.54 0.24 -0.44
C -1.69 0.72 0.86
C -2.76 0.25 1.61
C -3.66 -0.73 1.16
C -3.46 -1.21 -0.16
C -2.45 -0.68 -0.94
H -0.98 1.42 1.27
H -2.99 0.72 2.55
H -4.43 -1.13 1.80
H -4.21 -1.89 -0.55
H -2.34 -0.91 -1.99
F 1.54 -5.04 -4.35
C 1.49 -3.71 -4.29
C 0.25 -3.09 -4.36
C 0.09 -1.71 -4.27
C 1.23 -0.98 -3.92
C 2.51 -1.53 -3.95
C 2.63 -2.92 -4.10
H -0.67 -3.65 -4.46
H -0.91 -1.32 -4.31
H 1.05 0.08 -3.80
H 3.43 -0.96 -3.92
H 3.63 -3.32 -4.16
C 2.90 -2.62 -0.49
C 1.64 -3.03 0.26
C 0.27 -2.94 -0.39
O 1.80 -3.36 1.40
H 2.65 -2.09 -1.41
H 3.41 -3.48 -0.91
H 3.61 -2.07 0.14
H -0.33 -3.85 -0.34
H 0.34 -2.63 -1.43
H -0.16 -2.15 0.22
*
```



[5]
Entry from the Open Molecules 2025 dataset: one molecule with the formula C4H4S2 in a non-equilibrium geometry (ωB97M-V/def2-TZVPD).

Computed properties:
SMILES: CC#CC(=S)S
HOMO in eV: -8.78
Energy above the lowest of the compared OMol25 structures with the same formula, charge and spin in kcal/mol: 38.4
LUMO in eV: -0.760

```
! wB97M-V def2-TZVPD RIJCOSX def2/J DEFGRID3
* xyz 0 1
C -3.50 -0.01 0.00
C -2.04 -0.02 0.00
C -0.82 -0.05 -0.02
C 0.59 -0.12 0.01
S 1.43 -1.51 0.00
S 1.30 1.51 0.00
H -3.89 -0.44 0.94
H -3.83 1.05 -0.14
H -3.94 -0.57 -0.80
H 2.60 1.18 -0.05
*
```



[6]
Entry from the Open Molecules 2025 dataset: C27H40I2N5O4P2Tc as an isolated structure (ωB97M-V/def2-TZVPD).

Computed properties:
⟨S²⟩: 3.7849
HOMO (spin up / spin down) in eV: -16.85 / -16.84
Energy above the lowest of the compared OMol25 structures with the same formula, charge and spin in kcal/mol: 0.0
LUMO (spin up / spin down) in eV: -9.463 / -10.584

```
! wB97M-V def2-TZVPD RIJCOSX def2/J DEFGRID3
* xyz 3 4
Tc 0.46 0.47 -1.10
I -0.01 3.42 -1.30
C -2.03 4.02 -1.78
I -3.37 2.52 -2.40
H -1.90 4.74 -2.58
H -2.40 4.48 -0.87
C 3.36 2.56 -0.27
P 2.91 0.89 -0.80
C 4.07 0.55 -2.17
C 3.37 -0.28 0.49
C 4.47 -0.04 1.31
C 4.89 -1.02 2.20
C 4.23 -2.24 2.25
C 3.13 -2.48 1.43
C 2.68 -1.50 0.55
P 1.26 -1.81 -0.57
C 1.94 -2.88 -1.85
C 0.06 -2.74 0.42
H 4.44 2.64 -0.19
H 2.91 2.80 0.69
H 3.03 3.29 -1.01
H 5.04 0.32 -1.71
H 4.21 1.44 -2.78
H 3.76 -0.29 -2.78
H 5.00 0.90 1.27
H 5.74 -0.84 2.85
H 4.56 -3.01 2.93
H 2.64 -3.44 1.50
H 2.21 -3.82 -1.35
H 2.85 -2.44 -2.26
H 1.21 -3.08 -2.64
H 0.59 -3.27 1.21
H -0.46 -3.44 -0.22
H -0.66 -2.05 0.87
C -1.54 2.49 4.58
C -1.65 1.09 4.02
N -0.54 0.76 3.10
C 0.71 0.32 3.75
C 1.76 1.42 3.85
C -0.66 0.91 1.79
C -1.94 1.40 1.23
N 0.35 0.62 0.95
H -2.42 2.69 5.20
H -1.51 3.24 3.79
H -0.66 2.61 5.21
H -2.59 0.93 3.49
H -1.61 0.34 4.82
H 1.08 -0.57 3.24
H 0.42 -0.01 4.75
H 1.95 1.89 2.89
H 2.69 1.00 4.22
H 1.44 2.20 4.54
H -2.75 0.69 1.41
H -1.86 1.56 0.15
H -2.22 2.34 1.71
H 1.20 0.36 1.43
N 1.48 0.90 -4.04
C 1.06 0.98 -5.31
C -0.27 0.64 -5.33
C -0.59 0.35 -4.02
N 0.48 0.51 -3.22
H 2.41 1.09 -3.70
H 1.73 1.27 -6.10
H -0.92 0.60 -6.19
H -1.53 0.07 -3.61
O -0.80 -2.23 -2.11
C -1.67 -1.50 -1.68
O -1.35 -0.30 -1.21
C -3.10 -1.85 -1.56
C -3.63 -3.00 -2.16
C -4.96 -3.32 -1.96
C -5.77 -2.54 -1.15
C -5.22 -1.42 -0.56
C -3.91 -1.05 -0.76
N -6.01 -0.57 0.33
O -7.19 -0.77 0.39
O -5.39 0.27 0.95
H -2.99 -3.62 -2.77
H -5.38 -4.20 -2.43
H -6.81 -2.78 -0.97
H -3.53 -0.16 -0.30
*
```



Result set for E_tot: -4214.38410; -872.11679; -1146.57800; -3066.46062; -951.11129; -2985.54895 hartree, one per record in the order listed.